The following is a quantum chemistry calculation of an isolated molecule of CH6Cl2Si2, from the OMol25 dataset.

- Orbital gap: 10.71 eV
- Multiplicity: 1
- ΔE to the lowest compared entry with this formula, charge and spin: 0.5064 eV
- LUMO level: 0.47 eV
- Strongest force on any atom: 3.87 eV/Å
- SMILES: C[Si]([SiH3])(Cl)Cl

Bonds (Å) are listed after each position.
Geometry (Å):
1 C 0.65033 0.22626 1.77160  Si3 2.077, H6 1.173, H7 1.105, H8 1.075
2 Si -0.14690 -0.20048 -1.78045  Si3 2.339, H9 1.505, H10 1.528, H11 1.461
3 Si 1.48575 0.00169 -0.11706  C1 2.077, Si2 2.339, Cl4 2.070, Cl5 2.012
4 Cl 2.70612 -1.66601 0.01106  Si3 2.070
5 Cl 2.49413 1.74243 -0.14482  Si3 2.012
6 H 1.34036 -0.13364 2.64985  C1 1.173
7 H 0.51101 1.28479 2.05527  C1 1.105
8 H -0.40098 0.01658 1.85743  C1 1.075
9 H -1.29650 0.72281 -1.47714  Si2 1.505
10 H -0.73427 -1.51602 -2.29070  Si2 1.528
11 H 0.32464 0.48799 -2.97935  Si2 1.461